14
Properties=species:S:1:pos:R:3 method="wB97M-V/def2-TZVPD" homo_ev=-8.96 total_charge=0 homo_lumo_gap_ev=9.4 multiplicity=1
S 2.8551 0.2674 -0.2832
O 1.0928 -1.3627 0.7665
C -0.5128 1.2729 0.5729
C -1.0178 -0.8445 -0.6138
C 0.0555 0.2474 -0.4404
C 1.3448 -0.2939 0.0004
H 0.1155 0.7549 -1.4375
H -2.0073 -0.4180 -0.3305
H -1.1371 -1.0241 -1.6729
H -0.8383 -1.7372 -0.1521
H 0.2546 2.0993 0.9216
H 1.9556 -1.7219 1.0258
H -1.2822 1.8916 0.1898
H -0.8783 0.8686 1.4533

99
Properties=species:S:1:pos:R:3 method="wB97M-V/def2-TZVPD" homo_ev=-9.82 total_charge=0 homo_lumo_gap_ev=10.0 multiplicity=1
O 14.3287 13.6342 8.2067
O 14.6010 10.6985 12.4525
O 16.1895 11.3801 13.8921
O 12.4002 18.6359 11.4848
O 12.4239 7.5776 16.7196
O 13.3770 14.6430 10.0266
O 15.4854 9.2187 13.9734
O 12.4469 6.6875 18.8353
O 13.6742 8.3764 18.2864
O 12.3643 12.9834 8.9396
O 11.0333 17.1495 10.5666
O 10.8511 17.6753 12.7841
N 9.7572 13.6243 18.4135
N 18.1340 13.1920 19.1958
N 12.3713 11.8289 14.9238
N 13.9964 15.1775 14.4436
N 13.3533 8.7381 8.7176
C 15.6220 12.5900 13.2952
C 10.9985 14.3266 12.3353
C 13.4019 7.9333 11.1647
C 13.3382 13.8214 9.1412
C 7.3774 13.7314 17.9296
C 14.2614 16.1775 13.9519
C 8.6553 13.0990 17.8361
C 12.7391 7.4457 18.0007
C 15.3686 10.3417 13.5542
C 11.3591 17.8411 11.7110
C 11.9873 7.9787 11.8223
C 14.9824 18.3918 16.1011
C 10.2591 14.4983 13.5979
C 13.9624 9.2289 17.1116
C 15.6229 18.2560 14.6350
C 13.9912 12.6120 7.3002
C 13.1248 18.1733 10.3425
C 8.4261 15.5451 19.0500
C 10.9509 14.0481 14.9251
C 11.6914 12.8101 14.9164
C 12.0058 17.4245 9.5739
C 14.7742 12.0667 12.0819
C 15.5444 12.7460 18.9495
C 7.2708 14.9608 18.5515
C 11.6578 9.3909 12.2493
C 13.5088 8.2030 16.0407
C 14.6656 13.3433 17.8268
C 12.6426 12.0539 7.8913
C 13.3832 8.4257 9.8377
C 14.5160 14.8269 18.1345
C 16.9767 13.0867 18.9893
C 9.6306 14.8379 18.9927
C 14.7275 17.5235 13.5491
H 13.7435 12.8345 18.0040
H 13.7269 6.8895 11.1953
H 14.9667 13.1021 14.0160
H 13.8929 18.5584 16.0564
H 11.1181 13.2558 12.1481
H 15.4888 17.4190 12.7260
H 16.4468 13.1892 12.9908
H 15.3321 12.1072 11.1313
H 9.3062 13.9513 13.5737
H 13.6686 15.0327 18.8564
H 6.2939 15.4926 18.5679
H 10.1038 14.0767 15.6213
H 14.0754 8.4975 11.7915
H 13.3593 10.1363 17.1616
H 14.4415 15.5557 17.2728
H 15.0979 17.4732 16.6584
H 12.7316 11.0514 8.1923
H 13.5623 19.0374 9.8777
H 13.9013 17.4395 10.6729
H 11.4734 17.9336 8.8034
H 11.9662 14.7784 12.2344
H 11.8524 12.0950 7.1117
H 16.5906 17.7809 14.6336
H 15.1536 13.0076 19.9306
H 15.8101 19.2266 14.1831
H 11.3540 7.6115 11.0577
H 6.5432 13.2322 17.5296
H 8.3912 16.5172 19.5104
H 11.9308 7.3141 12.6980
H 10.5364 15.2810 19.4005
H 11.7770 10.0918 11.3905
H 10.6156 9.5261 12.5836
H 10.4908 14.7808 11.5001
H 13.7722 12.4962 12.0017
H 15.4081 15.1896 18.6505
H 14.9903 13.1466 16.7854
H 14.3649 7.5724 15.8933
H 15.0018 9.4019 17.0686
H 13.8656 18.1806 13.3368
H 8.7086 12.0209 17.4868
H 15.5299 11.6266 18.9359
H 12.3704 9.7566 13.0142
H 13.9122 13.1416 6.3064
H 14.7636 11.8549 7.1455
H 13.1329 8.6114 15.1098
H 11.5759 14.8615 15.2489
H 12.3488 16.4699 9.2505
H 9.9588 15.5291 13.8122
H 15.3835 19.2009 16.6684

52
Properties=species:S:1:pos:R:3 method="wB97M-V/def2-TZVPD" homo_ev=-5.01 total_charge=-1 homo_lumo_gap_ev=7.3 multiplicity=1
Se -1.5963 1.6290 5.3010
K -1.9990 1.6849 0.2559
Cl -4.6508 5.9394 0.4282
Cl -1.4693 6.2850 -0.4235
Cl -3.1846 3.6017 -1.4443
S -2.0768 -1.4178 0.5278
Si -2.8133 4.7893 0.4246
O 0.0184 0.7383 -0.1609
N 0.3962 0.6656 3.4342
N -1.5437 -2.7612 -1.6996
N 0.3674 2.8124 3.5361
N 0.1276 -1.3465 -1.1778
C -1.0872 -1.8326 -0.8241
C 1.3813 1.1217 2.5781
C -2.8228 -4.6721 -0.7999
C 0.6030 -0.1672 -0.7775
C -0.0232 4.1852 3.8260
C 2.6156 1.3145 -0.8076
C 2.0396 0.1047 -1.1805
C 4.1091 -0.5242 -2.2442
C 2.7947 -0.8122 -1.9043
C -2.8622 -3.3706 -1.5846
C -0.7633 -3.1842 -2.8603
C 0.0650 -0.7442 3.6095
C 3.9311 1.6051 -1.1431
C 4.6818 0.6832 -1.8616
C 1.3716 2.4616 2.6445
C -0.2304 1.7053 4.0452
C -0.9639 -2.2587 -4.0489
H -0.6340 -1.2518 -3.7916
H -0.4997 4.6294 2.9525
H 2.0025 2.0244 -0.2674
H 5.7081 0.9057 -2.1267
H -0.3170 -1.1448 2.6709
H -3.5292 -2.6610 -1.1029
H -1.0810 -4.2015 -3.1023
H 0.9554 -1.2866 3.9272
H 4.6863 -1.2452 -2.8102
H -2.0145 -2.2160 -4.3446
H -2.1094 -5.3751 -1.2370
H -3.2284 -3.5402 -2.6010
H 2.3344 -1.7484 -2.1915
H 1.9683 3.1985 2.1381
H 4.3671 2.5520 -0.8496
H -0.6961 -0.8071 4.3819
H -3.8063 -5.1475 -0.7935
H 0.8562 4.7623 4.1082
H -2.5247 -4.4694 0.2292
H -0.3849 -2.6003 -4.9102
H 1.9779 0.4508 1.9865
H -0.7321 4.1576 4.6489
H 0.2855 -3.2209 -2.5831

18
Properties=species:S:1:pos:R:3 method="wB97M-V/def2-TZVPD" homo_ev=-12.00 total_charge=+1 homo_lumo_gap_ev=8.9 multiplicity=1
S -2.6610 -0.1435 0.4279
O -0.2248 -2.0933 0.2712
O -1.0429 1.5604 -1.1128
N 1.3530 0.7228 0.5475
C -0.1151 0.8295 0.9778
C 1.6413 -0.5580 -0.2331
C 0.2126 -1.1955 -0.6278
C -1.0585 0.5898 -0.1795
H -3.3645 -0.2017 -0.7388
H 2.2953 -1.1427 0.4771
H 1.4693 1.5555 -0.0132
H 0.1286 -1.6075 -1.5979
H -1.8753 1.8296 -1.5468
H -0.4721 -2.8913 -0.1104
H 1.9493 0.9616 1.3125
H -0.1643 0.1977 1.9071
H -0.3733 1.9125 1.3619
H 2.3025 -0.3261 -1.1228